[1]
Below is a structure of composition C38H29Cl4IN9O2RuS3 at a distorted geometry, with properties calculated with ωB97M-V/def2-TZVPD.

Last column: Löwdin charge in e.
Element x y z (Å)
Ru -1.5661 0.3157 0.3341  0.939
S -0.8073 1.6282 -1.7039  0.599
C -2.0209 2.8694 -1.6924  -0.693
C -2.0465 3.7006 -2.8167  -0.079
C -2.8463 4.8283 -2.8814  -0.195
C -2.7682 5.6708 -4.0110  -0.194
N -2.6556 6.3390 -4.9356  0.171
C -3.7057 5.1353 -1.7988  -0.193
C -3.7292 4.2931 -0.7035  -0.081
C -2.9005 3.1677 -0.6148  -0.691
S -3.0138 2.3003 0.8757  0.637
C -4.5131 6.2938 -1.8301  -0.189
N -5.1610 7.2397 -1.8591  0.173
H -1.3867 3.4661 -3.6376  0.109
H -4.3802 4.5041 0.1329  0.110
Cl 0.7223 -6.4245 1.7766  0.684
C 0.2623 -4.7562 1.8461  -0.624
C 0.3446 -4.0978 3.0542  -0.169
C -0.0186 -2.7670 3.1334  -0.623
I 0.1367 -1.6774 4.9182  0.915
C -0.5311 -2.0405 2.0440  -0.473
O -0.9474 -0.8535 2.1761  -0.245
C -0.5349 -2.7217 0.7722  -0.152
N -0.8938 -1.9946 -0.3037  0.052
C -0.8786 -2.5578 -1.4918  -0.149
C -0.5374 -3.9031 -1.6870  -0.052
C -0.1833 -4.6699 -0.6075  -0.016
C -0.1469 -4.0868 0.6738  -0.176
H 0.6827 -4.6239 3.9347  0.098
H -1.1486 -1.9259 -2.3303  0.100
H -0.5526 -4.3215 -2.6807  0.106
H 0.0754 -5.7121 -0.7225  0.092
C -3.9061 -3.8378 -3.5351  -0.068
C -5.0917 -3.9161 -2.5789  -0.392
C -4.6808 -4.5126 -1.2345  -0.067
C -5.7268 -2.5257 -2.3899  -0.108
N -4.8865 -1.6703 -1.6071  -0.091
C -4.8049 -1.5244 -0.2679  -0.096
N -3.8462 -0.6695 -0.0123  -0.011
N -3.3501 -0.3076 -1.1954  -0.100
N -3.9515 -0.8954 -2.1468  0.108
H -3.4451 -4.8156 -3.6467  0.083
H -3.1550 -3.1424 -3.1678  0.047
H -4.2288 -3.5003 -4.5162  0.083
H -5.8622 -4.5541 -3.0221  0.138
H -3.8245 -3.9878 -0.8127  0.069
H -4.4019 -5.5549 -1.3565  0.085
H -5.5014 -4.4699 -0.5214  0.078
H -6.6885 -2.6149 -1.8800  0.136
H -5.8650 -2.0481 -3.3628  0.136
H -5.4247 -2.0169 0.4505  0.139
Cl 6.5999 1.6984 -3.1536  0.697
C 5.8973 2.0592 -1.6237  -0.671
C 4.7754 2.8684 -1.5471  -0.086
C 4.2149 3.1340 -0.3099  -0.031
C 4.7435 2.6179 0.8676  -0.178
C 4.1534 2.8544 2.2475  -0.275
C 2.9063 3.7843 2.2997  -0.048
N 1.6742 3.0518 2.1811  -0.056
C 0.8639 2.7391 3.2370  -0.034
C -0.1123 1.9216 2.7541  -0.161
N 0.0976 1.7238 1.4250  -0.017
C 1.1664 2.4120 1.1055  -0.171
O 3.8999 1.6634 2.9640  -0.131
C 3.2931 0.5608 2.2940  -0.158
C 4.2297 -0.6086 2.2171  -0.356
C 4.7357 -1.2516 3.3098  -0.990
Cl 4.3847 -0.9025 4.9392  0.675
S 5.8332 -2.5195 2.8737  0.992
C 5.5982 -2.1777 1.2039  -0.406
C 4.7338 -1.1531 1.0088  -0.171
C 5.9120 1.8556 0.7609  -0.570
Cl 6.7234 1.2838 2.1698  0.830
C 6.4762 1.5557 -0.4705  -0.123
H 4.3365 3.2790 -2.4424  0.111
H 3.3486 3.7741 -0.2879  0.102
H 4.9339 3.3511 2.8448  0.150
H 2.9773 4.5646 1.5403  0.127
H 2.8916 4.2635 3.2813  0.136
H 1.0354 3.1152 4.2242  0.128
H -0.9387 1.4625 3.2621  0.093
H 1.5786 2.4587 0.1167  0.109
H 2.9835 0.8238 1.2801  0.117
H 2.4072 0.2819 2.8792  0.119
H 6.1170 -2.7613 0.4709  0.063
H 4.4591 -0.7789 0.0393  0.116
H 7.3613 0.9410 -0.5222  0.110

<S²>: 0.783
E: -5536.6102 hartree
Multiplicity: 2
HOMO level (spin up / spin down): -7.43 / -7.48 eV

[2]
Below is a structure of composition C38H29Cl5N4PSSeTa, with properties calculated with ωB97M-V/def2-TZVPD.

Last column: Löwdin charge in e.
Element x y z (Å)
Ta 0.1158 0.3035 -0.4386  1.335
C 0.0565 -1.6997 3.5192  -0.063
C 1.5252 -1.4746 3.6790  -0.256
C 2.2091 -2.2698 4.5939  -0.020
C 3.5533 -2.0807 4.8601  -0.051
C 4.2514 -1.0756 4.2080  -0.077
C 3.5988 -0.2792 3.2841  -0.080
C 2.2427 -0.4756 3.0022  -0.279
P 1.3820 0.6741 1.8890  1.083
C 2.6316 1.8629 1.2795  -0.324
C 3.6490 1.2357 0.5502  -0.167
C 4.6928 1.9503 -0.0103  -0.067
C 4.7135 3.3298 0.1323  -0.042
C 3.7088 3.9590 0.8431  -0.026
C 2.6603 3.2588 1.4421  -0.241
C 1.6656 4.0674 2.2197  -0.029
C 0.0675 1.4371 2.8417  -0.361
C 0.2759 1.9800 4.1097  -0.080
C -0.7788 2.5615 4.7823  -0.042
C -2.0420 2.5885 4.1951  -0.031
C -2.2612 1.9964 2.9634  -0.022
C -1.2061 1.3864 2.2794  -0.338
C -1.4367 0.5651 1.0402  -0.308
H -0.1727 -2.7631 3.5598  0.093
H -0.3323 -1.3122 2.5796  -0.012
H -0.4936 -1.2087 4.3238  0.108
H 1.6659 -3.0480 5.1129  0.127
H 4.0516 -2.7084 5.5850  0.122
H 5.2976 -0.9059 4.4178  0.120
H 4.1566 0.5014 2.7881  0.101
H 3.6408 0.1580 0.4600  0.066
H 5.4710 1.4376 -0.5557  0.111
H 5.5104 3.9142 -0.3031  0.121
H 3.7365 5.0341 0.9567  0.124
H 1.7280 5.1094 1.9135  0.090
H 1.8832 4.0303 3.2875  0.096
H 0.6419 3.7363 2.0837  0.056
H 1.2593 1.9535 4.5588  0.125
H -0.6295 2.9931 5.7609  0.120
H -2.8669 3.0448 4.7220  0.120
H -3.2571 1.9667 2.5456  0.125
H -2.2686 0.9503 0.4319  0.077
H -1.7506 -0.4356 1.3602  0.067
Cl -1.9319 1.1203 -2.7460  0.746
C -2.0513 -0.5867 -2.3909  -0.665
C -1.3178 -0.9840 -1.2959  -0.482
C -1.2981 -2.3217 -0.9591  -0.682
Cl -0.2479 -2.6823 0.3736  0.777
C -1.9917 -3.2776 -1.6896  -0.683
Cl -1.9257 -4.9266 -1.2535  0.763
C -2.7378 -2.8410 -2.7992  -0.669
Cl -3.6139 -3.9769 -3.7139  0.778
C -2.7686 -1.4851 -3.1722  -0.689
Cl -3.6526 -0.9544 -4.5302  0.764
C 4.5099 -3.4724 1.5780  0.003
C 4.4870 -2.6692 0.3266  -0.292
C 5.6384 -2.3598 -0.4001  0.025
C 5.5021 -1.5563 -1.5170  -0.087
N 4.3161 -1.0809 -1.9115  0.079
C 3.3127 -1.4678 -1.1641  -0.755
S 1.6976 -0.8781 -1.7109  0.639
N 3.2980 -2.2148 -0.0838  0.108
H 5.4141 -4.0703 1.6510  0.094
H 3.6363 -4.1180 1.6251  0.096
H 4.4740 -2.7979 2.4367  0.061
H 6.6045 -2.7374 -0.1032  0.124
H 6.3577 -1.2726 -2.1156  0.125
Se 1.9264 2.3139 -2.4964  1.206
N 0.6161 2.2098 -1.1907  -0.420
C 0.1013 3.4403 -1.0314  -0.342
C -0.9803 3.8096 -0.1965  -0.024
C -1.3603 5.1192 -0.1699  -0.007
C -0.7124 6.1281 -0.9443  -0.027
C 0.3140 5.8119 -1.7691  0.024
C 0.7355 4.4487 -1.8399  -0.352
N 1.6904 4.0309 -2.6402  -0.176
H -1.4927 3.0783 0.4060  0.084
H -2.1869 5.4124 0.4617  0.127
H -1.0653 7.1449 -0.8718  0.123
H 0.8136 6.5410 -2.3874  0.133

E: -7182.9161 hartree
Net charge: +2
HOMO level: -14.02 eV

[3]
Below is a structure of composition C38H30BN5O2Ta, with properties calculated with ωB97M-V/def2-TZVPD.

Last column: Löwdin charge in e.
Element x y z (Å)
Ta -0.0507 -0.5058 1.3508  1.827
O -1.7779 -0.3736 0.7055  -0.288
C -2.8022 0.5806 0.3886  -0.402
C -2.3807 1.8266 1.1735  -0.064
C -1.0722 2.3844 0.6804  -0.205
C -1.0041 3.7289 0.3675  0.022
C 0.1737 4.2711 -0.1126  0.018
C 1.2594 3.4355 -0.2994  0.024
C 1.1614 2.0974 0.0219  -0.205
C 2.3379 1.1936 -0.2300  -0.056
C 2.8758 0.5958 1.0750  -0.401
O 1.7429 -0.1149 1.5834  -0.293
C 3.2672 1.6890 2.0584  -0.172
C 4.2944 2.5643 1.7148  -0.022
C 4.6711 3.5748 2.5830  -0.056
C 4.0339 3.7158 3.8108  -0.065
C 3.0243 2.8375 4.1658  -0.056
C 2.6402 1.8291 3.2886  -0.026
C 3.9851 -0.4238 0.8726  -0.156
C 4.4243 -0.8168 -0.3846  -0.029
C 5.4016 -1.7971 -0.5087  -0.064
C 5.9368 -2.3912 0.6209  -0.062
C 5.5023 -1.9984 1.8812  -0.052
C 4.5361 -1.0167 2.0065  -0.012
N 0.0147 1.5778 0.5390  0.060
C -2.8021 0.8675 -1.1064  -0.179
C -1.9274 0.2483 -1.9873  -0.033
C -1.9517 0.5680 -3.3409  -0.059
C -2.8466 1.5103 -3.8176  -0.067
C -3.7333 2.1234 -2.9399  -0.054
C -3.7142 1.8002 -1.5943  -0.018
C -4.1232 -0.0127 0.8541  -0.159
C -4.7925 0.4385 1.9843  -0.025
C -5.9713 -0.1754 2.3908  -0.058
C -6.4805 -1.2451 1.6741  -0.064
C -5.8137 -1.7004 0.5431  -0.053
C -4.6444 -1.0849 0.1334  -0.013
H -2.3073 1.5645 2.2335  0.123
H -3.1353 2.6048 1.0857  0.132
H -1.8860 4.3394 0.4964  0.131
H 0.2393 5.3238 -0.3521  0.131
H 2.1925 3.8106 -0.6939  0.132
H 3.1061 1.7607 -0.7504  0.133
H 2.0373 0.3713 -0.8880  0.132
H 4.8253 2.4406 0.7771  0.126
H 5.4743 4.2460 2.3094  0.112
H 4.3374 4.4988 4.4925  0.111
H 2.5388 2.9161 5.1301  0.100
H 1.8658 1.1346 3.5872  0.086
H 4.0220 -0.3728 -1.2856  0.109
H 5.7358 -2.0982 -1.4922  0.113
H 6.6925 -3.1588 0.5234  0.112
H 5.9217 -2.4565 2.7669  0.112
H 4.2077 -0.7040 2.9908  0.125
H -1.2468 -0.5197 -1.6403  0.099
H -1.2758 0.0662 -4.0208  0.111
H -2.8670 1.7563 -4.8707  0.111
H -4.4504 2.8450 -3.3079  0.112
H -4.4328 2.2569 -0.9226  0.129
H -4.4201 1.2719 2.5660  0.107
H -6.4855 0.1852 3.2714  0.112
H -7.3969 -1.7236 1.9923  0.112
H -6.2093 -2.5335 -0.0222  0.112
H -4.1321 -1.4357 -0.7545  0.126
B 1.6035 -4.1674 -0.9518  -0.345
C 0.8767 -3.1172 -0.1240  -0.115
N 0.3305 -2.2939 0.5136  -0.014
H 1.0304 -4.1931 -2.0144  0.040
H 2.7440 -3.7696 -1.0090  0.033
H 1.4840 -5.1924 -0.3241  0.047
N -0.5161 -0.5168 3.2831  0.022
C -0.7142 -0.1749 4.4018  -0.097
C -0.9418 0.2117 5.6602  -0.216
C -2.2819 0.2811 6.1435  -0.183
N -3.3719 0.3586 6.4977  0.186
C 0.1908 0.6462 6.4169  -0.183
N 1.0958 1.0175 7.0198  0.191

E: -1972.0400 hartree
Net charge: +1
HOMO level: -11.77 eV